(1)
{"formula": "C4H5BrN2O2S", "method": "ωB97M-V/def2-TZVPD", "e_homo_ev": -9.94, "de_lowest_kcal_mol": 52.0, "orbital_gap_ev": 9.35, "elements": ["C", "C", "C", "C", "N", "N", "O", "O", "S", "Br", "H", "H", "H", "H", "H"], "coordinates": [[-0.5019, 0.1372, -0.1866], [0.4682, 1.2088, -0.6512], [0.0047, -1.2062, 0.1928], [-2.5458, -0.4845, 0.6644], [-1.6854, 0.4580, 0.1125], [0.4117, 2.4595, -0.4833], [-1.7991, -3.1539, 1.0589], [-1.8212, -2.4085, -1.2543], [-1.6449, -2.0778, 0.1024], [-4.2214, -0.5277, -0.1372], [1.2519, 0.5484, -1.1085], [0.7131, -1.6092, -0.5982], [0.3977, -1.2483, 1.2947], [-2.4654, -0.5166, 1.6900], [1.1449, 3.0820, -0.7545]], "forces_ev_per_a": [[-0.003, 2.174, 1.616], [1.080, -1.200, -0.738], [0.356, -0.896, 0.404], [2.012, -1.921, -3.036], [-0.621, 1.872, -0.529], [-1.621, -1.488, 0.828], [0.183, 0.922, -0.083], [-0.571, 0.229, -1.985], [1.008, -1.223, 2.709], [-1.195, 0.236, 0.010], [0.470, 1.437, -0.149], [-0.794, 0.138, 1.304], [-0.600, 0.025, -2.173], [-0.519, -0.017, 2.425], [0.815, -0.287, -0.604]], "mulliken_charge": [0.496, -0.053, -0.618, -0.199, -0.494, -0.561, -0.618, -0.542, 0.946, -0.068, 0.271, 0.429, 0.285, 0.461, 0.265]}



(2)
{"formula": "C4H5BrN4O2", "method": "ωB97M-V/def2-TZVPD", "e_homo_ev": [-8.15, -8.15], "de_lowest_kcal_mol": 55.5, "orbital_gap_ev": [7.46, 7.46], "elements": ["C", "C", "C", "C", "N", "N", "N", "N", "O", "O", "Br", "H", "H", "H", "H", "H"], "coordinates": [[-0.4547, 1.6894, -0.5377], [1.2653, -1.4613, -0.3854], [-0.9320, -0.6052, 0.0902], [-0.4867, 0.2450, 1.2772], [-0.8436, 0.4522, -0.9627], [-0.3380, 1.5173, 0.9623], [-0.0875, -1.6811, -0.2040], [1.6685, -0.5518, 0.4714], [-0.2793, 2.7194, -1.1004], [1.9461, -2.1314, -1.1668], [2.8013, 0.8638, 0.1568], [-1.9121, -0.9570, 0.3253], [-0.5925, -0.1080, 2.2408], [-1.0799, 0.1807, -1.8942], [-0.1291, 2.1867, 1.7101], [-0.5457, -2.3588, -0.9829]], "forces_ev_per_a": [[-0.314, -0.276, 0.794], [2.502, -0.740, -1.642], [1.606, 2.368, -0.056], [1.845, 0.088, -3.107], [-0.563, -0.161, 1.332], [-0.616, -1.048, 0.007], [-3.219, -3.758, -2.382], [-1.209, 2.107, 2.804], [-0.004, -0.020, -0.032], [-0.993, 0.382, 0.060], [-0.219, -0.738, -0.314], [-1.047, -0.188, -0.390], [0.235, -0.547, 1.957], [0.198, 0.543, -0.510], [0.029, 0.086, -1.119], [1.769, 1.903, 2.599]], "mulliken_charge": [0.241, 0.529, -0.190, -0.253, -0.060, -0.009, -0.206, -0.364, -0.505, -0.652, -0.072, 0.385, 0.474, 0.173, 0.230, 0.280]}



(3)
{"formula": "C4H5BrNPS", "method": "ωB97M-V/def2-TZVPD", "e_homo_ev": -8.17, "orbital_gap_ev": 8.79, "elements": ["C", "C", "C", "C", "N", "P", "S", "Br", "H", "H", "H", "H", "H"], "coordinates": [[-0.9286, 1.4096, 0.4986], [-2.6898, 0.7207, 1.6862], [-1.9780, 1.8196, 1.3045], [-0.9309, 0.1552, 0.0883], [0.0545, -0.5143, -0.5751], [1.6612, -0.0177, -0.7501], [-2.1642, -0.7205, 0.9442], [-2.2223, 3.5863, 1.7523], [-0.0861, 1.9190, 0.2561], [-3.6282, 0.5234, 2.2040], [-0.1581, -1.4315, -0.9534], [1.9903, -0.0408, 0.6224], [1.4870, 1.3381, -0.7120]], "forces_ev_per_a": [[0.079, 0.548, -0.637], [-1.619, -0.099, 0.374], [-0.762, -1.592, 0.925], [-0.772, -2.479, 1.045], [0.181, -0.833, -1.199], [0.643, -1.076, 0.123], [0.275, -0.024, -0.547], [-0.271, 0.663, 0.372], [1.870, 2.335, -0.634], [0.255, 0.978, 0.129], [-0.098, 0.457, 0.108], [0.331, 0.101, 0.209], [-0.113, 1.022, -0.268]], "mulliken_charge": [-0.325, -0.109, -0.469, 0.478, -0.319, -0.066, -0.166, -0.154, 0.406, 0.393, 0.257, 0.041, 0.031]}



(4)
{"formula": "C4H5CaO", "method": "ωB97M-V/def2-TZVPD", "total_charge": 1, "e_homo_ev": -11.56, "orbital_gap_ev": 6.06, "elements": ["H", "C", "C", "C", "C", "O", "Ca", "H", "H", "H", "H"], "coordinates": [[-0.2835, 1.1473, 1.5927], [2.9799, 1.3918, -0.0454], [1.9744, 0.8258, 0.6305], [0.5650, 1.2778, 0.5765], [-0.4963, 0.3425, 0.3073], [-0.3764, -0.9221, 0.4927], [-1.9153, -1.3415, -0.8919], [2.8259, 2.2864, -0.6551], [2.1773, -0.0811, 1.2097], [3.9964, 0.9986, 0.0176], [0.3898, 2.2439, 0.0858]], "forces_ev_per_a": [[1.877, 1.135, -0.880], [-0.512, 0.182, 0.250], [0.665, -0.454, 0.555], [-1.658, -0.658, 0.459], [-1.005, -0.627, -2.101], [0.420, -0.654, -0.029], [0.818, 1.138, 1.100], [0.077, -0.233, 0.211], [-0.123, 0.339, -0.150], [-0.402, 0.037, -0.101], [-0.157, -0.204, 0.687]], "mulliken_charge": [0.097, -0.765, 0.126, -0.112, -0.387, -0.760, 1.680, 0.233, 0.268, 0.260, 0.359]}



(5)
{"formula": "C4H5CdO2", "method": "ωB97M-V/def2-TZVPD", "total_charge": 2, "e_homo_ev": [-16.12, -19.20], "de_lowest_kcal_mol": 34.0, "orbital_gap_ev": [4.16, 7.38], "spin_multiplicity": 2, "elements": ["C", "C", "C", "C", "O", "Cd", "H", "H", "H", "H", "O", "H"], "coordinates": [[1.7247, -0.1587, -0.7054], [0.3304, -0.1370, -0.2529], [-0.6955, 0.6938, -0.1340], [-1.7498, 0.5982, 0.8278], [-2.5543, -0.3489, 0.8827], [-3.9998, -1.0535, 1.8221], [2.1811, 0.8160, -0.4522], [1.7151, -0.2322, -1.8098], [-0.8884, 0.9183, -1.2482], [-1.7856, 1.3731, 1.6094], [2.4088, -1.2276, -0.1065], [3.3132, -1.2415, -0.4330]], "forces_ev_per_a": [[1.372, -0.703, 1.655], [-0.724, 3.310, -1.190], [2.220, -3.509, -2.786], [-2.674, -0.458, 2.703], [6.650, 3.995, -3.900], [-5.397, -2.693, 3.411], [-0.184, -0.141, -0.007], [-0.678, 0.004, -0.191], [-0.167, 0.048, 0.982], [-0.097, 0.070, -0.237], [-0.678, 0.197, -0.313], [0.355, -0.120, -0.127]], "lowdin_spin": [0.003, 0.038, -0.007, 0.029, 0.227, 0.706, 0.001, -0.002, 0.000, 0.005, 0.000, 0.000]}



(6)
{"formula": "C4H5CdO5", "method": "ωB97M-V/def2-TZVPD", "total_charge": 2, "e_homo_ev": [-18.92, -20.17], "de_lowest_kcal_mol": 37.3, "orbital_gap_ev": [7.08, 8.00], "spin_multiplicity": 2, "elements": ["O", "C", "O", "O", "Cd", "C", "C", "H", "H", "H", "H", "O", "C", "O", "H"], "coordinates": [[-0.8513, -0.8963, 0.1313], [-0.8995, -0.2617, 1.3150], [-0.7229, -0.9520, 2.3181], [-0.7166, 1.0033, 1.3037], [-0.4346, -2.8303, 1.7780], [-0.2079, 1.6841, 0.1042], [0.9436, 0.9507, -0.5077], [-1.0577, 1.7801, -0.5805], [0.0994, 2.6639, 0.4825], [1.8381, 0.9031, 0.1192], [1.1476, 1.1925, -1.5534], [1.1295, -1.9154, -0.0794], [0.3816, -1.0856, -0.6768], [0.0139, -1.4098, -1.8894], [-0.6630, -0.8266, -2.2648]], "forces_ev_per_a": [[-2.467, 0.498, -0.008], [3.540, 1.158, -2.358], [-1.594, 1.189, 2.041], [-0.379, 0.116, 1.014], [1.108, -1.741, -1.045], [-1.073, -0.877, -0.633], [0.624, 0.495, 0.281], [0.183, 0.209, 0.143], [0.094, -0.048, -0.152], [-0.147, -0.532, -0.154], [-0.091, -0.266, 0.107], [-0.245, 1.895, 0.043], [0.240, -3.351, 1.551], [0.250, 1.153, -0.611], [-0.043, 0.103, -0.219]], "lowdin_spin": [0.042, 0.006, 0.010, 0.002, 0.010, 0.060, 0.404, 0.001, 0.020, 0.015, 0.015, 0.239, 0.101, 0.071, 0.001]}



(7)
{"formula": "C4H5Cl", "method": "ωB97M-V/def2-TZVPD", "e_homo_ev": -9.81, "de_lowest_kcal_mol": 45.8, "orbital_gap_ev": 10.15, "elements": ["C", "C", "C", "C", "Cl", "H", "H", "H", "H", "H"], "coordinates": [[-0.4008, 1.7367, 0.3997], [0.2698, 0.8453, -0.0753], [1.4042, -1.3039, 0.4510], [0.7755, -0.4842, -0.3557], [-3.4261, 0.4619, -0.2845], [-0.5601, 2.7642, 0.2936], [1.8409, -2.1465, 0.0132], [-2.1223, 0.0461, -0.4111], [1.4465, -1.2357, 1.4836], [0.7723, -0.6840, -1.5144]], "forces_ev_per_a": [[1.282, 0.125, -1.247], [-0.692, -2.018, 1.287], [-0.446, -0.140, -0.817], [0.115, 1.659, -3.562], [1.998, -0.787, -0.264], [-0.842, 1.034, 0.608], [0.514, -1.336, -0.440], [-2.152, 0.807, 0.274], [0.159, 0.553, 1.799], [0.065, 0.103, 2.363]], "mulliken_charge": [-0.339, 0.100, -0.689, -0.161, -0.280, 0.292, 0.271, 0.257, 0.317, 0.235]}



(8)
{"formula": "C4H5Cl", "method": "ωB97M-V/def2-TZVPD", "e_homo_ev": -9.21, "de_lowest_kcal_mol": 20.7, "orbital_gap_ev": 10.19, "elements": ["C", "C", "C", "C", "Cl", "H", "H", "H", "H", "H"], "coordinates": [[0.6646, 0.3175, -0.0094], [-0.3952, 1.0901, -0.6385], [0.3206, -0.7002, 0.6757], [-1.4083, 0.3881, -1.0015], [-2.7631, 0.9136, -2.0265], [1.5833, 0.6699, -0.4938], [-0.3563, 2.2035, -0.7831], [0.9281, -1.3140, 1.2832], [-0.6637, -0.8104, 0.9344], [-1.4805, -0.6923, -0.7649]], "forces_ev_per_a": [[1.103, 3.109, -2.861], [0.317, 2.653, 0.260], [1.625, -1.816, 2.694], [-3.148, -1.848, -1.788], [0.597, 0.029, 0.764], [0.531, -0.751, 1.204], [0.236, -1.332, -0.077], [1.161, -0.807, -0.097], [-2.350, -0.224, 0.578], [-0.071, 0.987, -0.678]], "mulliken_charge": [-0.048, -0.054, -0.824, -0.420, -0.197, 0.324, 0.322, 0.284, 0.335, 0.277]}



(9)
{"formula": "C4H5Cl", "method": "ωB97M-V/def2-TZVPD", "e_homo_ev": -8.75, "de_lowest_kcal_mol": 5.5, "orbital_gap_ev": 9.27, "elements": ["C", "C", "C", "C", "H", "H", "H", "H", "H", "Cl"], "coordinates": [[1.4092, -0.1684, 0.1341], [0.5763, 0.8363, -0.0059], [-0.8620, 0.5461, -0.0111], [-1.3270, -0.7263, -0.0871], [1.0103, -1.1010, 0.5576], [0.8929, 1.8380, -0.1515], [-1.6034, 1.3481, -0.0024], [-2.4107, -0.8588, -0.0073], [-0.7645, -1.6144, -0.3581], [3.0790, -0.0996, -0.0683]], "forces_ev_per_a": [[-0.429, -0.954, 1.199], [-1.117, 0.110, -0.438], [-0.359, -1.564, 0.084], [-0.990, 1.317, -0.378], [0.570, 0.239, -0.604], [0.407, 0.695, -0.424], [0.408, -0.096, 0.374], [0.383, -0.102, -0.108], [0.134, 0.258, 0.332], [0.993, 0.098, -0.035]], "mulliken_charge": [-0.325, -0.185, -0.004, -0.811, 0.302, 0.370, 0.315, 0.228, 0.279, -0.169]}



(10)
{"formula": "C4H5Cl2OP", "method": "ωB97M-V/def2-TZVPD", "total_charge": 2, "e_homo_ev": [-19.73, -19.73], "de_lowest_kcal_mol": 26.7, "orbital_gap_ev": [7.96, 7.96], "elements": ["C", "C", "C", "C", "O", "P", "Cl", "Cl", "H", "H", "H", "H", "H"], "coordinates": [[-0.6456, -1.5988, -0.0543], [0.8514, -1.2568, 0.1370], [-1.5160, 0.5374, -0.1954], [-0.3497, 1.2063, 0.3247], [-1.6313, -0.7320, -0.3961], [1.2696, 0.3971, -0.1545], [1.6207, 0.5231, -2.1236], [2.8272, 1.0104, 1.0022], [-1.0636, -2.5997, 0.1562], [1.4875, -2.1235, 0.3165], [-2.3052, 1.2987, -0.4611], [-0.3203, 2.2603, 0.0979], [-0.2247, 1.0776, 1.3503]], "forces_ev_per_a": [[6.837, -0.300, 1.669], [-7.044, -2.289, -0.585], [-0.767, 0.340, -0.735], [2.425, -0.273, -2.108], [-0.627, 2.811, 0.241], [1.201, 0.532, -0.543], [-0.013, 0.386, 1.274], [-1.803, -0.470, -1.294], [0.454, 0.524, -0.405], [0.042, 0.302, -0.012], [-0.113, -1.790, -0.066], [-0.295, 0.451, -0.040], [-0.297, -0.225, 2.604]], "mulliken_charge": [-0.063, -0.313, 0.343, -0.798, -0.172, 0.843, -0.016, -0.008, 0.427, 0.432, 0.413, 0.452, 0.460]}



What did the first record say?
{"formula": "C4H5BrN2O2S", "method": "ωB97M-V/def2-TZVPD", "e_homo_ev": -9.94, "de_lowest_kcal_mol": 52.0, "orbital_gap_ev": 9.35, "elements": ["C", "C", "C", "C", "N", "N", "O", "O", "S", "Br", "H", "H", "H", "H", "H"], "coordinates": [[-0.5019, 0.1372, -0.1866], [0.4682, 1.2088, -0.6512], [0.0047, -1.2062, 0.1928], [-2.5458, -0.4845, 0.6644], [-1.6854, 0.4580, 0.1125], [0.4117, 2.4595, -0.4833], [-1.7991, -3.1539, 1.0589], [-1.8212, -2.4085, -1.2543], [-1.6449, -2.0778, 0.1024], [-4.2214, -0.5277, -0.1372], [1.2519, 0.5484, -1.1085], [0.7131, -1.6092, -0.5982], [0.3977, -1.2483, 1.2947], [-2.4654, -0.5166, 1.6900], [1.1449, 3.0820, -0.7545]], "forces_ev_per_a": [[-0.003, 2.174, 1.616], [1.080, -1.200, -0.738], [0.356, -0.896, 0.404], [2.012, -1.921, -3.036], [-0.621, 1.872, -0.529], [-1.621, -1.488, 0.828], [0.183, 0.922, -0.083], [-0.571, 0.229, -1.985], [1.008, -1.223, 2.709], [-1.195, 0.236, 0.010], [0.470, 1.437, -0.149], [-0.794, 0.138, 1.304], [-0.600, 0.025, -2.173], [-0.519, -0.017, 2.425], [0.815, -0.287, -0.604]], "mulliken_charge": [0.496, -0.053, -0.618, -0.199, -0.494, -0.561, -0.618, -0.542, 0.946, -0.068, 0.271, 0.429, 0.285, 0.461, 0.265]}



Question: Number 10 is which compound?
Answer: C4H5Cl2OP